[1]
{"formula": "C4H3NO2", "method": "ωB97M-V/def2-TZVPD", "symbols": ["O", "N", "O", "C", "C", "C", "C", "H", "H", "H"], "xyz": [[1.76362, -0.07218, 1.44102], [1.23526, -0.82605, 0.68340], [1.71462, -1.80177, 0.21433], [-0.02411, -0.38948, 0.38226], [-0.02254, 0.83583, -0.78098], [-0.95267, 0.72564, 0.35723], [-0.96205, -0.28165, -0.72595], [0.65112, 1.48189, -1.26522], [-1.80446, 1.22917, 0.91097], [-1.59879, -0.90141, -1.21706]], "atomic_forces_ev_per_a": [[2.238, 1.258, 2.350], [0.051, 1.123, 0.580], [0.579, -2.179, -1.160], [-2.438, 1.199, -2.809], [-2.498, -1.890, 2.102], [-1.009, 1.829, 1.196], [2.331, 0.434, 0.156], [0.821, 0.165, -0.290], [1.677, -0.734, -0.764], [-1.752, -1.206, -1.362]], "nbo_charge": [-0.40, 0.52, -0.37, 0.03, -0.14, -0.21, -0.22, 0.27, 0.27, 0.25], "homo_energy_ha": -0.34588, "smiles": "O=[N+]([O-])[C@]12[C@@H]3[C@H]1[C@@H]32", "homo_lumo_gap_ha": 0.35514, "relative_energy_ev": 8.9411}

[2]
{"formula": "C40H81NO9S2Si", "method": "ωB97M-V/def2-TZVPD", "symbols": ["Si", "C", "C", "C", "S", "C", "S", "N", "C", "C", "O", "C", "C", "H", "H", "H", "H", "H", "H", "H", "H", "H", "H", "H", "H", "H", "H", "H", "H", "H", "C", "C", "C", "O", "C", "H", "H", "H", "H", "H", "H", "H", "H", "C", "C", "C", "O", "C", "H", "H", "H", "H", "H", "H", "H", "H", "C", "C", "C", "O", "C", "H", "H", "H", "H", "H", "H", "H", "H", "C", "C", "C", "O", "C", "H", "H", "H", "H", "H", "H", "H", "H", "C", "C", "C", "O", "C", "H", "H", "H", "H", "H", "H", "H", "H", "C", "C", "C", "O", "C", "H", "H", "H", "H", "H", "H", "H", "H", "C", "C", "C", "O", "C", "H", "H", "H", "H", "H", "H", "H", "H", "C", "C", "C", "O", "C", "H", "H", "H", "H", "H", "H", "H", "H"], "xyz": [[5.17944, -1.33675, -0.88968], [5.11554, -0.75391, -2.66815], [5.04415, 0.78755, -2.86340], [3.68748, 1.33989, -3.34697], [2.32354, 0.75167, -2.32861], [0.96209, 1.71515, -2.93472], [1.13247, 3.12637, -3.74382], [-0.29930, 1.18191, -2.64448], [-1.09468, 0.76560, -3.80903], [-0.74588, -0.66069, -4.18012], [-1.22288, -1.50167, -3.14573], [-0.46100, -1.28301, -1.97094], [-0.40977, 0.19557, -1.55140], [5.87238, -2.64037, -0.76111], [5.84952, -0.33688, -0.02873], [3.80290, -1.53309, -0.37083], [4.26270, -1.21638, -3.18739], [6.00828, -1.12513, -3.18670], [5.75614, 1.09846, -3.63182], [5.30945, 1.32019, -1.93890], [3.49636, 1.02273, -4.37762], [3.69127, 2.43226, -3.32370], [-0.94888, 1.47780, -4.62434], [-2.14495, 0.78132, -3.49380], [-1.20151, -0.97739, -5.12010], [0.35116, -0.76962, -4.24762], [-0.94827, -1.85806, -1.17455], [0.55389, -1.68374, -2.09858], [0.43207, 0.33622, -0.86669], [-1.30750, 0.44233, -0.97181], [0.49846, 0.36184, 2.88426], [0.80362, 1.84540, 3.10214], [0.29165, 2.45317, 1.80267], [-0.81188, 1.64410, 1.39412], [-0.83721, 0.43392, 2.15811], [0.42881, -0.21699, 3.80420], [1.26260, -0.09044, 2.24691], [0.23037, 2.22704, 3.94960], [1.85760, 2.05839, 3.27585], [1.06545, 2.43480, 1.02530], [-0.05821, 3.47944, 1.92013], [-1.66482, 0.47804, 2.86865], [-1.00162, -0.40419, 1.47476], [-2.40879, -1.03961, 7.28093], [-2.65674, -2.25592, 6.38912], [-2.89950, -1.59567, 5.03917], [-2.10724, -0.40500, 5.02917], [-1.62698, -0.12622, 6.34438], [-1.86061, -1.26908, 8.19411], [-3.35971, -0.57947, 7.55787], [-1.76347, -2.88386, 6.34984], [-3.49884, -2.86454, 6.71421], [-3.95354, -1.32379, 4.91843], [-2.60345, -2.21945, 4.19358], [-0.55299, -0.34183, 6.38841], [-1.77321, 0.93500, 6.55019], [0.38012, -5.52446, -2.76488], [1.89967, -5.35469, -2.80200], [2.18368, -4.83925, -1.39639], [1.19342, -5.42110, -0.54934], [0.16690, -6.02179, -1.33987], [-0.00123, -6.22019, -3.51168], [-0.11161, -4.56096, -2.91473], [2.38675, -6.32007, -2.95630], [2.24500, -4.67015, -3.57671], [2.09861, -3.75089, -1.34905], [3.17277, -5.11854, -1.03003], [0.26168, -7.11196, -1.28137], [-0.80231, -5.73901, -0.92643], [3.50849, -1.17515, -8.31934], [5.02455, -1.00661, -8.41388], [5.34743, -0.37092, -7.06670], [4.38146, -0.88474, -6.14623], [3.33774, -1.55376, -6.85381], [3.10783, -1.92884, -8.99544], [3.00852, -0.22738, -8.52860], [5.50750, -1.98192, -8.49999], [5.34622, -0.39181, -9.25321], [5.25030, 0.71761, -7.11031], [6.34672, -0.61590, -6.70457], [3.43962, -2.63481, -6.70800], [2.37878, -1.23950, -6.43688], [5.58655, 4.77209, -6.30020], [6.65868, 5.39522, -5.40529], [6.50805, 4.57164, -4.13165], [6.09055, 3.27127, -4.55089], [5.68846, 3.30067, -5.91881], [5.74686, 4.94082, -7.36399], [4.60236, 5.16321, -6.03561], [7.64930, 5.24648, -5.83967], [6.51830, 6.46103, -5.23231], [5.74579, 4.99684, -3.47044], [7.43730, 4.47276, -3.56958], [6.44933, 2.78634, -6.51781], [4.74336, 2.76308, -6.01988], [-4.11748, -0.93304, 0.93296], [-4.09881, 0.59478, 0.88345], [-5.57227, 0.90753, 0.65514], [-6.30734, -0.13194, 1.30207], [-5.42891, -1.19702, 1.66290], [-3.25835, -1.36361, 1.44645], [-4.15471, -1.34493, -0.07846], [-3.76381, 0.99817, 1.84088], [-3.45394, 1.00257, 0.10587], [-5.81612, 0.90612, -0.41320], [-5.87892, 1.86618, 1.07634], [-5.28202, -1.18999, 2.74882], [-5.89549, -2.14321, 1.38483], [-3.94331, 5.54378, 1.48457], [-3.70448, 6.86092, 2.22332], [-2.67566, 6.44129, 3.26733], [-1.90713, 5.39757, 2.67250], [-2.54366, 4.94289, 1.47513], [-4.35062, 5.66979, 0.48252], [-4.62598, 4.90991, 2.05464], [-3.27710, 7.60185, 1.54474], [-4.60367, 7.28447, 2.66869], [-3.16490, 6.05897, 4.17024], [-2.00253, 7.24947, 3.55717], [-1.96924, 5.29459, 0.61100], [-2.53754, 3.85163, 1.46728], [-5.80296, -3.74349, 10.37878], [-6.04217, -4.96001, 9.48410], [-6.29479, -4.30008, 8.13372], [-5.51497, -3.10341, 8.12667], [-5.03196, -2.82337, 9.44020], [-5.25016, -3.97041, 11.28905], [-6.75444, -3.28859, 10.66052], [-5.14471, -5.58033, 9.44293], [-6.87392, -5.58454, 9.80612], [-7.35107, -4.03966, 8.01033], [-5.99199, -4.91893, 7.28815], [-3.95607, -3.02992, 9.47938], [-5.18617, -1.76414, 9.64993]], "atomic_forces_ev_per_a": [[-0.351, -0.099, 0.034], [-0.004, 0.287, -0.461], [-0.391, 0.084, 0.075], [0.512, 0.120, -0.106], [-0.091, 0.023, 0.034], [-0.481, -0.185, 0.313], [0.000, -0.123, -0.382], [0.957, -0.563, 0.078], [-0.382, 0.595, -0.007], [0.204, 0.032, 0.132], [0.052, -0.274, 0.021], [0.011, -0.007, 0.219], [-0.086, -0.001, 0.257], [0.052, 0.027, -0.032], [0.077, -0.004, -0.018], [0.022, 0.035, 0.062], [0.230, -0.041, 0.125], [-0.130, -0.016, 0.113], [-0.027, -0.005, 0.231], [0.061, -0.113, -0.179], [-0.022, -0.022, 0.132], [0.055, -0.182, 0.017], [0.027, -0.088, 0.157], [0.052, 0.058, -0.219], [-0.071, 0.040, 0.118], [-0.161, 0.026, -0.208], [0.114, 0.110, -0.116], [-0.038, 0.063, -0.140], [-0.248, 0.011, 0.021], [0.066, 0.052, -0.220], [0.022, 0.025, 0.003], [-0.050, -0.071, -0.007], [0.044, 0.125, 0.034], [-0.069, 0.002, -0.120], [-0.005, 0.042, -0.029], [-0.012, 0.025, 0.013], [-0.006, 0.000, -0.013], [-0.016, 0.007, -0.007], [0.009, -0.023, -0.008], [-0.009, -0.029, -0.006], [0.023, 0.009, 0.008], [0.038, -0.066, 0.015], [0.019, -0.009, -0.003], [-0.019, 0.000, -0.018], [0.032, -0.045, 0.017], [-0.025, -0.004, 0.040], [0.011, 0.019, -0.024], [-0.021, -0.025, 0.038], [0.007, -0.014, -0.005], [-0.006, 0.002, -0.007], [0.014, 0.016, -0.012], [-0.020, 0.030, 0.016], [-0.004, -0.010, 0.010], [0.009, 0.009, -0.007], [-0.002, -0.002, 0.005], [-0.003, 0.001, -0.001], [0.039, 0.012, -0.003], [-0.025, -0.016, -0.006], [0.029, -0.042, -0.046], [-0.018, -0.014, 0.034], [0.004, 0.020, -0.019], [0.019, -0.001, 0.006], [-0.012, 0.017, 0.024], [-0.011, 0.001, -0.003], [-0.015, 0.004, 0.011], [-0.005, 0.117, -0.013], [-0.015, -0.012, 0.026], [-0.003, 0.007, -0.020], [0.006, 0.004, 0.002], [0.019, 0.017, 0.009], [0.005, -0.012, 0.006], [-0.081, -0.055, -0.059], [0.043, 0.037, 0.104], [-0.043, 0.014, -0.001], [0.016, -0.007, -0.007], [-0.002, 0.008, 0.012], [0.005, -0.004, 0.007], [-0.016, 0.006, -0.007], [0.020, 0.006, -0.024], [-0.006, -0.001, 0.034], [0.004, -0.001, -0.014], [0.009, -0.003, -0.001], [-0.015, 0.014, 0.051], [-0.014, -0.021, -0.011], [-0.002, 0.031, -0.047], [0.009, -0.009, 0.053], [0.039, 0.041, -0.033], [0.025, 0.010, 0.001], [-0.010, -0.013, 0.003], [0.004, -0.010, 0.001], [-0.016, 0.003, -0.007], [-0.006, 0.011, -0.010], [0.000, -0.002, 0.004], [-0.026, 0.020, -0.043], [-0.010, 0.013, 0.028], [-0.012, 0.019, -0.036], [-0.002, -0.023, 0.023], [0.044, -0.007, -0.024], [-0.053, -0.001, 0.012], [0.040, 0.007, 0.002], [0.002, 0.014, 0.021], [-0.003, 0.000, -0.003], [-0.004, 0.013, 0.003], [0.009, 0.004, 0.010], [0.007, 0.006, 0.000], [-0.001, -0.001, 0.005], [0.008, -0.001, -0.001], [-0.003, 0.001, -0.002], [0.015, 0.010, 0.052], [0.011, -0.018, -0.014], [-0.032, 0.012, -0.021], [0.042, -0.036, 0.030], [-0.009, -0.064, -0.061], [0.003, 0.017, -0.003], [0.003, -0.006, 0.006], [0.010, -0.001, -0.002], [-0.009, -0.012, 0.000], [-0.005, 0.003, -0.002], [0.000, 0.001, 0.002], [-0.013, 0.004, -0.008], [0.020, -0.001, 0.008], [-0.007, -0.009, -0.023], [0.014, 0.023, 0.001], [-0.002, -0.024, 0.050], [0.019, 0.055, -0.085], [-0.006, -0.030, 0.032], [0.004, -0.017, -0.003], [-0.004, 0.008, -0.007], [0.007, 0.002, -0.008], [-0.007, 0.010, 0.013], [-0.002, -0.004, 0.008], [0.003, 0.002, -0.003], [-0.001, -0.001, 0.005], [-0.003, 0.001, -0.001]], "lowdin_charge": [0.61, -0.41, -0.31, -0.51, 0.93, -1.06, 0.67, -0.19, -0.15, -0.19, -0.14, -0.19, -0.18, -0.08, -0.07, -0.09, 0.05, 0.06, 0.09, 0.09, 0.07, 0.04, 0.10, 0.13, 0.13, 0.12, 0.13, 0.10, 0.08, 0.11, -0.15, -0.15, -0.19, -0.17, -0.21, 0.10, 0.11, 0.11, 0.11, 0.12, 0.10, 0.10, 0.11, -0.17, -0.16, -0.19, -0.17, -0.20, 0.11, 0.11, 0.12, 0.09, 0.11, 0.12, 0.12, 0.12, -0.16, -0.16, -0.21, -0.14, -0.21, 0.11, 0.10, 0.11, 0.11, 0.10, 0.12, 0.12, 0.12, -0.16, -0.16, -0.20, -0.16, -0.20, 0.11, 0.11, 0.11, 0.11, 0.10, 0.12, 0.12, 0.11, -0.16, -0.17, -0.19, -0.16, -0.21, 0.11, 0.12, 0.11, 0.11, 0.12, 0.12, 0.12, 0.11, -0.16, -0.17, -0.20, -0.14, -0.20, 0.09, 0.12, 0.11, 0.10, 0.12, 0.11, 0.11, 0.12, -0.17, -0.17, -0.21, -0.15, -0.21, 0.11, 0.11, 0.11, 0.11, 0.12, 0.11, 0.12, 0.11, -0.17, -0.17, -0.20, -0.16, -0.21, 0.11, 0.11, 0.11, 0.11, 0.12, 0.12, 0.11, 0.12], "homo_energy_ha": -0.30261, "smiles": "[SiH3]CCCSC(=S)N1CCOCC1.C1CCOC1.C1CCOC1.C1CCOC1.C1CCOC1.C1CCOC1.C1CCOC1.C1CCOC1.C1CCOC1", "homo_lumo_gap_ha": 0.31908}